1.
{"formula": "C4H5IN4", "method": "ωB97M-V/def2-TZVPD", "homo_energy_ev": -8.08, "gap_ev": 7.38, "relative_energy_kcal_mol": 39.6, "species": ["C", "C", "C", "C", "N", "N", "N", "N", "I", "H", "H", "H", "H", "H"], "positions_angstrom": [[1.1878, -1.4894, -0.8830], [-0.9758, -1.2543, 0.0809], [0.2205, -0.6340, -0.3997], [0.2820, 0.7908, -0.5204], [1.7055, -2.3323, -1.4531], [-1.6179, 0.1770, 1.7634], [-1.6812, -0.9285, 1.0797], [1.3232, 1.5393, -1.0150], [0.1122, 1.3900, 2.3057], [-1.0662, -2.2227, -0.2847], [-0.7278, 1.2247, -0.6821], [-2.0723, 0.1131, 2.6182], [1.0044, 2.3575, -1.4014], [2.3057, 1.2688, -1.2083]], "lowdin_charge": [-0.240, -0.166, -0.290, -0.300, 0.166, -0.394, -0.054, 0.093, 0.770, 0.098, 0.135, -0.012, 0.058, 0.136]}

***

2.
{"formula": "C15H17Cl3N4O2", "method": "ωB97M-V/def2-TZVPD", "homo_energy_ev": -8.13, "smiles": "CC(=O)N[C@H](Nc1c(C)n(C)n(-c2ccccc2)c1=O)C(Cl)(Cl)Cl", "gap_ev": 8.60, "species": ["C", "C", "O", "N", "C", "N", "C", "C", "C", "N", "C", "N", "C", "C", "C", "C", "C", "C", "C", "O", "C", "Cl", "Cl", "Cl", "H", "H", "H", "H", "H", "H", "H", "H", "H", "H", "H", "H", "H", "H", "H", "H", "H"], "positions_angstrom": [[1.4715, 3.2450, -0.8997], [2.1607, 1.9291, -1.1410], [2.2895, 1.4053, -2.2253], [2.6760, 1.3839, 0.0032], [3.2106, 0.0586, 0.0001], [2.3761, -0.8390, 0.7812], [1.0241, -0.9098, 0.3999], [0.3656, -1.9536, -0.1783], [0.8940, -3.2558, -0.6627], [-0.9838, -1.6818, -0.2322], [-1.8074, -2.1554, -1.3208], [-1.1410, -0.3634, 0.1861], [-2.4055, 0.1650, 0.4847], [-3.4135, -0.6459, 0.9991], [-4.6508, -0.1006, 1.2873], [-4.8844, 1.2492, 1.0837], [-3.8733, 2.0569, 0.5899], [-2.6372, 1.5208, 0.2806], [0.0581, 0.1424, 0.6615], [0.1823, 1.2393, 1.1863], [4.6197, 0.0626, 0.6200], [5.6512, 1.2114, -0.2436], [4.5359, 0.5147, 2.3271], [5.3421, -1.5560, 0.4906], [1.0222, 3.5994, -1.8226], [0.7110, 3.1132, -0.1330], [2.1962, 3.9745, -0.5459], [2.2892, 1.6988, 0.8859], [3.3083, -0.2364, -1.0641], [2.7932, -1.7625, 0.8320], [0.7743, -3.3373, -1.7430], [0.3652, -4.0855, -0.1955], [1.9523, -3.3419, -0.4304], [-1.4229, -1.8289, -2.2928], [-1.8359, -3.2431, -1.2921], [-2.8181, -1.7721, -1.1974], [-3.2191, -1.6914, 1.1887], [-5.4315, -0.7322, 1.6843], [-5.8504, 1.6710, 1.3161], [-4.0497, 3.1108, 0.4370], [-1.8450, 2.1408, -0.1048]], "lowdin_charge": [0.013, -0.531, 0.058, 0.064, -0.498, 0.051, -0.118, -0.193, 0.004, -0.081, -0.014, 0.052, -0.195, -0.030, -0.082, -0.090, -0.071, -0.001, -0.354, 0.038, -1.529, 0.618, 0.617, 0.600, 0.085, 0.063, 0.088, 0.124, 0.150, 0.082, 0.090, 0.093, 0.078, 0.103, 0.095, 0.082, 0.115, 0.104, 0.101, 0.106, 0.111]}

***

3.
{"formula": "C5H14S", "method": "ωB97M-V/def2-TZVPD", "homo_energy_ev": -8.51, "smiles": "CCC.CSC", "gap_ev": 9.49, "relative_energy_kcal_mol": 15.5, "species": ["C", "C", "C", "H", "H", "H", "H", "H", "H", "H", "H", "C", "S", "C", "H", "H", "H", "H", "H", "H"], "positions_angstrom": [[1.4903, -0.3663, -1.6325], [1.6805, -0.5920, -0.1338], [3.1587, -0.6915, 0.2971], [1.2002, 0.6519, -1.8785], [2.3488, -0.5885, -2.2688], [0.6329, -0.9352, -2.0132], [1.1502, -1.4481, 0.2800], [1.2549, 0.2876, 0.3357], [3.5934, 0.2719, 0.5497], [3.7036, -1.1353, -0.5293], [3.1781, -1.2472, 1.2393], [-2.3984, 0.5680, -0.6791], [-3.3547, 1.5598, 0.4725], [-2.8252, 0.7710, 2.0131], [-2.8540, -0.3951, -0.9257], [-2.5028, 1.0340, -1.6639], [-1.3400, 0.5942, -0.4175], [-2.5775, 1.4151, 2.8532], [-1.9497, 0.1813, 1.7687], [-3.5894, 0.0645, 2.3330]], "lowdin_charge": [-0.130, -0.317, -0.115, 0.061, 0.064, 0.065, 0.094, 0.082, 0.064, 0.062, 0.067, -0.459, 0.728, -0.428, 0.041, 0.028, 0.019, 0.032, 0.016, 0.025]}